# 1
Molecular formula: C19H51NO20S6
Method: DFT, ωB97M-V/def2-TZVPD

**Structure (SMILES)**: CCOS(C)(=O)=O.CCOS(C)(=O)=O.CCOS(C)(=O)=O.CCOS(C)(=O)=O.CCOS(C)(=O)=O.CCOS(C)(=O)=O.C[N+](=O)[O-]
**Charge**: 0
**Multiplicity**: 1
**Maximum force**: 2.6 eV/Å
**HOMO**: -11.02 eV

Each line ends with the Mulliken charge.
Cartesian coordinates (Å):
C  0.91  -7.53  -3.19  -1.250
C  1.99  -6.46  -3.10  -0.231
O  1.43  -5.27  -2.53  -0.181
S  2.50  -4.04  -2.34  0.962
C  3.12  -4.42  -0.69  -0.847
O  3.52  -4.14  -3.37  -0.675
O  1.72  -2.84  -2.21  -0.450
H  1.35  -8.51  -3.40  0.386
H  0.16  -7.29  -3.95  0.305
H  0.44  -7.64  -2.21  0.317
H  2.84  -6.86  -2.53  0.323
H  2.38  -6.25  -4.09  0.312
H  3.80  -5.27  -0.70  0.392
H  2.27  -4.60  -0.04  0.248
H  3.66  -3.56  -0.32  0.320
C  4.94  1.51  0.26  -0.852
C  4.24  2.69  0.90  -0.545
O  2.96  2.96  0.31  -0.109
S  2.93  3.81  -1.07  1.233
C  2.79  5.46  -0.36  -1.123
O  4.14  3.71  -1.80  -0.651
O  1.64  3.56  -1.66  -0.599
H  4.87  0.60  0.85  0.230
H  6.00  1.72  0.11  0.375
H  4.64  1.31  -0.76  0.145
H  4.05  2.61  1.97  0.452
H  4.88  3.59  0.89  0.365
H  2.96  6.23  -1.10  0.368
H  3.48  5.50  0.48  0.369
H  1.80  5.46  0.09  0.324
C  -0.08  4.90  -5.40  -1.467
C  0.42  3.50  -5.07  0.415
O  1.55  3.23  -5.88  -0.323
S  2.10  1.69  -5.87  1.234
C  2.83  1.53  -4.24  -0.481
O  0.97  0.80  -6.00  -0.632
O  3.18  1.68  -6.82  -0.638
H  -0.91  5.22  -4.77  0.380
H  -0.46  4.97  -6.42  0.383
H  0.75  5.61  -5.44  0.333
H  0.78  3.58  -4.03  -0.039
H  -0.40  2.79  -5.19  0.319
H  2.01  1.79  -3.56  -0.215
H  3.58  2.30  -4.09  0.332
H  3.12  0.49  -4.07  0.472
C  -1.01  -3.29  -0.61  -1.181
C  -0.61  -2.91  0.79  0.880
O  -0.97  -3.97  1.67  -0.392
S  -1.74  -3.54  3.04  1.015
C  -0.35  -2.79  3.87  -0.747
O  -2.76  -2.54  2.76  -0.479
O  -2.14  -4.75  3.70  -0.660
H  -0.55  -4.22  -0.92  0.320
H  -0.76  -2.52  -1.35  0.207
H  -2.08  -3.34  -0.83  0.293
H  0.47  -2.74  0.80  -0.049
H  -0.99  -1.93  1.09  -0.088
H  0.48  -3.49  3.83  0.346
H  -0.63  -2.52  4.89  0.384
H  0.01  -1.89  3.37  0.145
C  -0.34  2.68  3.80  -1.243
C  -1.67  3.16  4.36  0.279
O  -1.75  2.84  5.74  -0.309
S  -3.11  3.31  6.50  1.189
C  -4.30  2.16  5.79  -0.911
O  -2.94  2.94  7.88  -0.610
O  -3.35  4.70  6.18  -0.629
H  -0.38  2.61  2.71  0.312
H  -0.10  1.67  4.14  0.306
H  0.51  3.32  3.99  0.428
H  -1.73  4.22  4.08  0.277
H  -2.51  2.69  3.84  -0.077
H  -4.60  2.53  4.81  0.298
H  -5.17  2.17  6.43  0.426
H  -3.85  1.18  5.68  0.300
C  -5.93  -1.73  1.61  -0.879
C  -5.68  -1.00  0.31  -0.439
O  -4.29  -1.14  0.00  -0.274
S  -3.35  0.18  -0.11  0.894
C  -3.25  0.63  1.61  -0.794
O  -2.04  -0.26  -0.53  -0.350
O  -4.09  1.22  -0.77  -0.623
H  -5.85  -2.82  1.56  0.319
H  -6.90  -1.50  2.06  0.367
H  -5.25  -1.42  2.40  0.136
H  -6.33  -1.39  -0.48  0.337
H  -5.94  0.05  0.39  0.388
H  -2.66  -0.12  2.12  0.164
H  -4.21  0.72  2.12  0.377
H  -2.81  1.63  1.62  0.359
C  1.22  0.33  -1.10  -0.281
N  1.57  -0.07  0.27  1.016
O  2.30  -1.03  0.37  -0.540
O  1.15  0.58  1.21  -0.494
H  0.37  1.01  -1.05  0.345
H  0.97  -0.55  -1.68  0.209
H  2.08  0.82  -1.55  -0.252



# 2
Molecular formula: C19H52AlI2NO21P5
Method: DFT, ωB97M-V/def2-TZVPD

**Charge**: -1
**Multiplicity**: 1
**Maximum force**: 0.5 eV/Å
**HOMO**: -5.80 eV

Each line ends with the Mulliken charge.
Cartesian coordinates (Å):
C  4.31  5.23  1.51  -0.930
C  4.08  6.38  2.51  -0.345
I  4.24  8.30  1.53  -0.027
C  2.74  6.20  3.21  -0.923
I  2.68  7.38  5.01  -0.016
Al  1.04  6.48  2.11  0.429
O  0.13  4.87  2.50  -0.665
C  0.77  3.82  2.32  0.840
N  1.36  2.83  2.16  -0.686
H  4.26  5.56  0.47  0.328
H  5.31  4.80  1.66  0.285
H  3.57  4.44  1.66  0.145
H  4.90  6.45  3.23  0.577
H  2.73  5.17  3.58  0.525
H  1.31  6.52  0.53  -0.293
H  0.11  7.66  2.65  -0.257
C  2.11  -0.33  1.45  -0.542
O  3.21  -0.90  2.20  -0.467
P  3.08  -2.30  2.89  1.134
O  2.00  -3.18  2.41  -0.629
O  3.02  -2.01  4.45  -0.333
C  2.12  -1.00  4.93  -0.682
O  4.54  -2.88  2.72  -0.394
C  4.79  -4.19  3.24  -0.634
H  2.17  0.74  1.58  0.237
H  2.20  -0.62  0.41  0.373
H  1.16  -0.70  1.84  0.318
H  1.13  -1.10  4.48  0.303
H  2.52  -0.01  4.72  0.289
H  2.03  -1.15  6.00  0.278
H  4.28  -4.94  2.63  0.250
H  4.45  -4.27  4.28  0.299
H  5.87  -4.34  3.20  0.261
C  -0.98  1.52  0.38  -0.804
O  -2.03  1.17  -0.56  0.112
P  -3.08  0.06  -0.22  0.564
O  -3.25  -0.30  1.19  -0.780
O  -2.71  -1.16  -1.18  -0.304
C  -1.35  -1.61  -1.27  -0.648
O  -4.36  0.65  -0.95  -0.059
C  -5.58  -0.10  -0.87  -0.763
H  -0.12  1.84  -0.21  0.379
H  -1.31  2.33  1.02  0.264
H  -0.71  0.66  0.99  0.248
H  -0.90  -1.70  -0.28  0.332
H  -0.76  -0.92  -1.88  0.298
H  -1.38  -2.59  -1.74  0.268
H  -5.98  -0.05  0.14  0.301
H  -5.41  -1.14  -1.15  0.301
H  -6.26  0.35  -1.57  0.226
C  2.91  1.36  -4.47  -0.650
O  1.74  1.30  -5.30  -0.340
P  0.75  0.07  -5.20  1.027
O  0.94  -0.79  -4.02  -0.589
O  0.88  -0.70  -6.59  -0.405
C  2.17  -1.02  -7.09  -0.660
O  -0.63  0.80  -5.34  -0.166
C  -1.82  -0.01  -5.24  -0.458
H  3.67  1.90  -5.03  0.251
H  2.67  1.89  -3.55  0.271
H  3.27  0.36  -4.21  0.325
H  2.81  -1.46  -6.32  0.311
H  2.65  -0.14  -7.51  0.250
H  2.03  -1.76  -7.88  0.262
H  -1.92  -0.37  -4.22  0.109
H  -1.79  -0.85  -5.93  0.304
H  -2.66  0.64  -5.49  0.189
C  0.73  -8.69  7.87  -0.658
O  1.33  -7.61  7.14  -0.312
P  1.01  -7.41  5.60  0.960
O  -0.16  -8.17  5.13  -0.683
O  2.36  -7.77  4.84  -0.237
C  3.05  -8.98  5.15  -0.687
O  0.97  -5.85  5.51  -0.248
C  0.68  -5.23  4.23  -0.370
H  1.43  -8.98  8.64  0.242
H  -0.20  -8.34  8.32  0.267
H  0.50  -9.53  7.22  0.333
H  2.36  -9.82  5.19  0.320
H  3.57  -8.88  6.11  0.266
H  3.77  -9.15  4.36  0.259
H  -0.37  -5.38  3.98  0.291
H  1.32  -5.65  3.45  0.294
H  0.91  -4.18  4.34  -0.034
C  -5.08  5.06  -7.35  -0.677
O  -4.68  5.08  -5.98  -0.325
P  -4.96  3.82  -5.05  1.166
O  -5.33  2.60  -5.78  -0.693
O  -6.05  4.30  -4.00  -0.313
C  -7.22  4.99  -4.45  -0.687
O  -3.65  3.78  -4.19  -0.353
C  -3.52  2.74  -3.21  -0.533
H  -5.30  6.09  -7.62  0.249
H  -4.27  4.69  -7.97  0.265
H  -5.96  4.44  -7.50  0.334
H  -7.66  4.49  -5.31  0.321
H  -6.97  6.02  -4.71  0.255
H  -7.92  4.98  -3.63  0.262
H  -3.40  1.78  -3.70  0.091
H  -4.39  2.71  -2.55  0.365
H  -2.64  2.96  -2.61  0.259



Taking the records one at a time from the top gives relative energy (zero: lowest compared OMol25 entry of this formula, charge and spin) values of 16.47 0.00 kJ/mol.
Taking the records one at a time from the top gives LUMO level values of 0.00 1.93 eV.